# 1
Computed, not measured: a 2-piece molecular cluster, C8H13N4 overall, with the ωB97M-V functional and the def2-TZVPD basis.

Each line ends with the natural charge from an NBO analysis.
Atoms and positions in Å:
C1 -0.213 -1.195 0.052  0.1703
C2 -0.881 0.046 -0.062  0.0987
C3 1.297 0.505 0.008  0.4299
C4 -1.769 -2.740 -0.535  -0.0079
C5 -4.644 0.437 0.204  -0.2278
C6 2.620 1.172 -0.122  -0.6990
C7 2.225 -1.745 0.116  -0.4354
C8 -0.372 2.428 -0.134  -0.4078
N1 -0.681 -2.466 0.100  -0.4230
N2 -3.688 1.090 0.077  -0.0235
N3 1.122 -0.861 0.098  -0.3015
N4 0.095 1.057 -0.098  -0.3589
H1 -2.149 -3.785 -0.326  0.2037
H2 -2.539 -1.901 -0.855  0.1616
H3 -5.502 0.542 1.053  0.3295
H4 -4.831 -0.429 -0.541  0.2993
H5 2.953 1.845 -1.013  0.2766
H6 3.362 0.345 -0.086  0.2511
H7 2.759 1.764 0.780  0.2555
H8 2.883 -1.441 0.863  0.2167
H9 1.887 -2.840 0.377  0.2707
H10 2.896 -1.736 -0.866  0.2263
H11 0.558 2.895 -0.571  0.2125
H12 -0.630 2.988 0.725  0.2372
H13 -1.168 2.567 -0.920  0.2455

Atomic forces in eV per Å
-1.222 3.789 -0.331
0.257 -1.026 -0.125
-0.013 -0.894 -1.094
-1.275 0.343 2.385
-5.683 -4.323 0.508
1.469 0.058 -0.246
1.150 -3.561 -2.032
2.326 1.224 -3.844
-0.641 -1.094 -1.499
4.726 3.240 0.527
0.238 2.084 -0.394
-3.268 -2.077 1.229
0.306 1.210 -0.871
1.817 -1.604 -0.061
1.766 0.266 -1.862
0.240 0.669 1.104
-1.435 -1.321 1.249
-0.255 0.834 -0.006
0.276 0.177 0.048
1.117 0.332 1.507
0.515 2.284 -0.767
-1.868 -0.163 1.737
-1.122 0.479 0.403
-0.215 -0.380 1.457
0.796 -0.547 0.979

As for the spin multiplicity: 1. As for the relative energy (zero: lowest compared OMol25 entry of this formula, charge and spin): 203.5 kcal/mol. The calculation puts the highest occupied orbital energy (spin up / spin down) at -0.4364 / -0.4368 Eh. The net charge is +1. For the total energy, the calculation gives -14452.534 eV. As for the lowest unoccupied orbital energy (spin up / spin down): -6.935 / -6.933 eV.

# 2
Computed, not measured: a 2-piece molecular cluster, C8H13N4O overall, with the ωB97M-V functional and the def2-TZVPD basis.

Each line ends with the Löwdin spin population.
Atoms and positions in Å:
C1 1.096 2.275 -2.283  0.0766
C2 2.010 1.372 -1.833  0.0026
C3 -0.266 1.998 -1.984  -0.0092
C4 1.677 0.290 -0.986  0.0829
C5 -0.676 0.909 -1.212  0.0446
C6 0.298 0.028 -0.812  0.0461
C7 -0.604 0.042 1.875  0.6566
C8 -0.014 -1.163 -0.049  0.3099
N1 -0.048 -0.251 3.073  0.1021
N2 -1.110 -3.202 0.003  0.1032
N3 -1.010 -1.922 -0.477  0.2689
N4 -1.150 1.178 1.704  0.1269
O1 0.982 -1.786 0.735  0.0759
H1 1.455 2.886 -3.076  0.0043
H2 3.038 1.634 -2.167  -0.0017
H3 -1.189 2.555 -2.177  -0.0019
H4 2.313 -0.434 -0.614  0.0064
H5 -1.691 0.756 -1.081  0.0043
H6 0.055 -1.198 3.449  0.0078
H7 -0.098 0.422 3.845  0.0223
H8 -0.185 -3.494 0.366  0.0020
H9 -1.921 -3.510 0.520  0.0117
H10 -1.703 -1.689 -1.292  0.0086
H11 -1.415 1.452 0.715  0.0128
H12 -1.249 2.006 2.412  0.0300
H13 1.406 -1.154 1.349  0.0062

Atomic forces in eV per Å
-2.500 -1.139 -0.428
1.982 -0.766 1.240
-1.069 0.389 0.652
-1.851 2.324 -1.978
2.433 1.305 -1.798
1.829 -1.615 1.923
-0.511 -1.325 3.587
3.138 2.570 -0.078
0.276 -0.796 -0.148
1.508 -0.995 -0.283
-4.121 -1.540 -0.523
-1.789 4.210 -1.668
-0.905 -0.183 -0.775
-0.360 1.152 -0.130
-0.546 -0.869 0.623
1.027 0.763 -0.911
1.672 -1.006 0.378
-1.962 -0.454 0.262
-0.184 0.403 -0.824
0.163 0.098 -0.627
-1.240 0.040 -0.154
-0.075 0.504 0.055
2.318 -0.272 2.031
0.523 -0.364 1.573
0.569 -2.249 -1.400
-0.324 -0.187 -0.597

As for the spin multiplicity: 3. As for the relative energy (zero: lowest compared OMol25 entry of this formula, charge and spin): 16.6 kcal/mol. The calculation puts the highest occupied orbital energy (spin up / spin down) at -0.3231 / -0.4420 Eh. The net charge is +1. For the total energy, the calculation gives -16501.909 eV. As for the lowest unoccupied orbital energy (spin up / spin down): -3.019 / -6.543 eV.

# 3
Computed, not measured: a 2-piece molecular cluster, C8H13N4O2 overall, with the ωB97M-V functional and the def2-TZVPD basis.

Each line ends with the natural charge from an NBO analysis.
Atoms and positions in Å:
C1 1.995 0.739 2.632  0.0714
C2 0.629 2.294 2.209  0.2461
C3 1.935 0.798 -1.251  0.8158
C4 -0.270 3.206 1.457  -0.6438
C5 -0.949 -0.630 0.530  -0.5955
C6 -0.610 -0.984 -1.911  -0.5777
C7 1.131 -1.810 -0.299  -0.6281
C8 0.110 -0.699 -0.578  0.0422
N1 1.705 1.302 3.782  -0.3648
N2 0.829 2.300 3.512  -0.3735
N3 1.356 1.331 1.616  -0.4966
N4 0.701 0.597 -0.643  -0.0838
O1 3.051 0.870 -0.830  -0.6169
O2 1.398 0.910 -2.407  -0.5528
H1 2.671 -0.087 2.519  0.1677
H2 -0.284 2.890 0.418  0.2258
H3 -1.278 3.170 1.872  0.2041
H4 0.090 4.232 1.523  0.2078
H5 -0.469 -0.473 1.491  0.2459
H6 -1.616 0.207 0.342  0.2160
H7 -1.523 -1.554 0.554  0.1938
H8 0.117 -1.017 -2.719  0.2325
H9 -1.313 -0.184 -2.126  0.2170
H10 -1.140 -1.933 -1.856  0.1988
H11 0.644 -2.783 -0.272  0.2016
H12 1.890 -1.819 -1.080  0.2156
H13 1.624 -1.625 0.652  0.2318

Atomic forces in eV per Å
-0.242 0.251 -0.030
0.357 -0.573 0.105
0.678 0.241 -0.360
0.020 0.007 0.130
0.160 -0.019 0.000
0.194 0.292 -0.144
-0.001 0.274 -0.047
-0.278 -1.295 0.470
0.314 -0.238 0.786
-0.400 0.595 0.357
-0.418 -0.665 -1.654
-0.266 1.587 0.001
0.412 -0.162 0.097
-0.271 -0.210 0.273
0.197 -0.172 -0.031
-0.087 0.079 -0.092
-0.074 0.068 -0.055
-0.061 0.109 -0.071
0.032 0.036 0.109
-0.105 0.082 -0.007
-0.046 -0.102 -0.035
-0.036 -0.035 -0.005
-0.094 0.048 -0.031
-0.028 -0.067 0.188
-0.077 -0.065 0.015
0.079 -0.062 -0.062
0.041 -0.002 0.094

As for the spin multiplicity: 1. The calculation puts the highest occupied orbital energy (spin up / spin down) at -0.1685 / -0.1685 Eh. The net charge is -1. For the total energy, the calculation gives -18561.073 eV. As for the lowest unoccupied orbital energy (spin up / spin down): 2.058 / 2.058 eV.

# 4
Computed, not measured: a 2-piece molecular cluster, C8H13N5 overall, with the ωB97M-V functional and the def2-TZVPD basis.

Each line ends with the natural charge from an NBO analysis.
Atoms and positions in Å:
C1 4.187 6.268 -2.186  0.4723
C2 4.048 8.908 -1.975  0.4118
C3 4.370 4.983 -1.460  0.2778
C4 3.939 7.683 -2.353  -0.0947
C5 4.195 2.844 -1.099  -0.3049
C6 4.995 3.362 0.094  -0.2361
C7 -8.933 -9.389 2.542  -0.7348
C8 -8.052 -10.467 2.244  0.3866
N1 3.940 6.659 -3.436  -0.4287
N2 3.743 9.997 -1.699  -0.4805
N3 3.972 3.874 -2.038  -0.3118
N4 4.971 4.823 -0.258  -0.5745
N5 -7.451 -11.268 3.060  -0.6031
H1 4.849 2.049 -1.558  0.2423
H2 3.315 2.289 -0.774  0.2480
H3 4.439 3.180 1.044  0.2167
H4 6.067 3.165 0.369  0.2261
H5 -8.680 -8.509 1.887  0.2932
H6 -8.952 -8.985 3.519  0.2696
H7 -9.907 -9.722 2.335  0.3000
H8 -7.925 -10.600 1.206  0.2255
H9 3.695 6.283 -4.348  0.4806
H10 5.759 5.355 -0.132  0.3957
H11 4.173 10.931 -1.443  0.4600
H12 -7.790 -11.652 3.852  0.4339
H13 -6.967 -12.061 2.607  0.4291

Atomic forces in eV per Å
-0.982 1.019 -2.402
0.299 -0.682 -0.968
-0.208 -1.846 -1.620
0.440 -3.778 0.211
2.376 -3.491 0.079
-0.005 2.119 1.713
0.831 2.247 -0.162
0.229 -0.063 1.049
1.047 -0.985 2.688
-0.260 4.638 1.836
-0.691 2.901 -0.248
-1.836 -0.268 0.658
1.235 -1.201 -4.754
-0.883 0.539 -0.203
-0.292 0.442 -0.232
0.341 0.366 -0.646
-0.951 -0.690 -1.079
-0.431 -1.012 0.196
0.224 -0.107 1.341
-1.713 -0.335 -0.743
0.926 -0.384 -1.144
-0.151 0.252 0.121
2.113 1.395 0.859
-0.341 -1.907 -0.772
-1.487 0.022 4.273
0.169 0.810 -0.050

As for the spin multiplicity: 1. As for the relative energy (zero: lowest compared OMol25 entry of this formula, charge and spin): 118.3 kcal/mol. The calculation puts the highest occupied orbital energy at -0.4965 Eh. The net charge is +2. For the total energy, the calculation gives -15935.617 eV. As for the lowest unoccupied orbital energy: -6.403 eV.